The following is a quantum chemistry calculation of a single C4H4N2O2 molecule in a non-equilibrium geometry, from the OMol25 dataset.

Geometry as XYZ:
```
12
Properties=species:S:1:pos:R:3:forces:R:3:lowdin_charge:R:1
N -0.0320 0.6240 -1.4423 0.089 0.303 0.871 0.13
H -1.6666 2.6814 -1.1058 -0.447 -1.751 3.019 0.12
N -0.5058 0.1419 0.8124 1.423 0.261 0.086 0.18
C -0.7284 0.8664 -0.2459 -0.714 -1.684 2.004 -0.41
C 0.6334 -0.7781 0.9020 -2.441 -0.223 -1.992 -0.50
O 1.1713 -1.1286 1.8793 0.498 0.196 1.010 0.17
C 0.6824 -0.4100 -1.4068 0.734 -3.945 -0.876 -0.07
H 1.0942 -0.8292 -2.3663 -0.052 0.523 1.311 0.15
H -3.0265 1.6068 -0.2243 3.369 0.054 0.082 0.12
C -1.8365 1.9071 -0.1409 -1.473 2.621 -0.305 -0.07
H -1.7629 2.4166 1.0029 -0.040 -1.165 -3.542 0.13
O 0.9063 -1.4651 -0.3227 -0.944 4.809 -1.667 0.05
```
Forces are in eV/Å.

* LUMO: -0.617 eV
* SMILES string: Cc1ncoc(=O)n1
* Kohn-Sham gap: 9.9 eV
* HOMO: -10.5 eV



The following is a quantum chemistry calculation of a single C4H4N2O2 molecule in a non-equilibrium geometry, from the OMol25 dataset.

Geometry as XYZ:
```
12
Properties=species:S:1:pos:R:3:forces:R:3:lowdin_charge:R:1
H 2.3478 -1.8864 0.1982 -2.614 4.256 -1.306 0.25
C 0.5865 1.0299 -0.1135 -1.187 2.479 -1.226 -0.34
O 1.5705 1.7073 -0.2511 -0.061 -0.766 0.602 0.11
C -1.6351 -0.5889 -0.2467 -0.261 2.539 3.283 -0.18
C -1.6806 0.7999 0.0930 -3.548 -1.908 -0.963 -0.10
H -2.3914 -1.3456 0.1709 0.423 1.847 -1.064 0.12
N 1.8539 -0.7878 -0.0458 10.935 -4.728 3.634 0.09
N -0.4496 -1.2673 -0.4262 3.525 0.708 0.556 0.05
H -2.7724 1.1563 0.5414 3.454 -0.189 -1.502 0.15
H 2.5732 -0.0074 0.4377 -3.018 -2.467 -2.151 0.21
C 0.6312 -0.5524 -0.0915 -7.132 2.552 -1.747 -0.40
O -0.6342 1.7424 -0.2663 -0.514 -4.323 1.884 0.02
```
Forces are in eV/Å.

* LUMO: 0.002 eV
* SMILES string: Nc1nccoc1=O
* Kohn-Sham gap: 8.2 eV
* HOMO: -8.2 eV



The following is a quantum chemistry calculation of a single C4H4N2O2 molecule in a non-equilibrium geometry, from the OMol25 dataset.

Geometry as XYZ:
```
12
Properties=species:S:1:pos:R:3:forces:R:3:lowdin_charge:R:1
H -1.6555 1.7927 0.7055 1.993 -3.485 -2.231 0.19
C -0.7182 -0.3988 -0.2462 -3.258 2.452 4.536 -0.29
C 0.4593 1.6370 -0.1028 -4.043 1.086 1.608 -0.23
C 1.6382 -0.4784 -0.1176 1.781 0.361 2.219 -0.41
H -1.9235 -1.8389 0.2610 0.263 -7.210 0.749 0.01
C -0.8205 1.0027 0.1210 0.934 -0.268 -0.612 -0.03
H 0.1332 -2.2568 -0.6331 1.792 3.213 0.994 0.23
H 0.2214 2.7709 0.0753 2.181 -1.538 -0.869 0.13
O -1.9073 -0.9819 0.1504 0.362 6.488 -2.128 0.09
N 1.5303 0.9801 -0.2323 2.741 -2.150 -0.473 0.11
N 0.3989 -1.1964 -0.3577 -1.571 -0.426 -1.465 0.16
O 2.6435 -1.0322 0.3764 -3.175 1.477 -2.327 0.04
```
Forces are in eV/Å.

* LUMO: 0.059 eV
* SMILES string: O=c1nccc(O)[nH]1
* Kohn-Sham gap: 8.8 eV
* HOMO: -8.8 eV



The following is a quantum chemistry calculation of a molecular structure, C4H4N2O2 in a non-equilibrium geometry, from the OMol25 dataset.

Geometry as XYZ:
```
12
Properties=species:S:1:pos:R:3:forces:R:3:lowdin_charge:R:1
C 2.1046 -0.6195 0.1690 2.101 -4.588 3.071 -0.13
H 2.9165 -1.4739 0.7278 -2.022 3.374 -2.340 0.20
H -1.3000 1.8928 -0.0664 -1.759 -2.530 2.979 0.14
C -1.4485 -0.1510 -0.0061 -1.077 -3.163 -0.630 -0.36
C 0.1433 -0.1141 0.0049 -6.045 0.176 -1.607 -0.42
H 2.9437 1.4233 -0.1068 -1.368 -0.666 -0.616 0.13
H -2.9856 1.3027 -0.3289 3.188 -0.716 3.947 0.25
N 0.7740 -1.1503 0.2751 2.989 0.069 0.238 0.16
C 2.1294 0.6614 -0.1805 -0.516 0.981 -0.095 -0.04
O -2.0885 -1.2178 -0.3889 3.099 6.230 2.252 0.01
N -1.9282 1.1269 0.6228 -1.838 1.104 -8.445 0.03
O 0.7050 1.0126 -0.4154 3.248 -0.269 1.245 0.03
```
Forces are in eV/Å.

* LUMO: -0.173 eV
* Kohn-Sham gap: 10.0 eV
* HOMO: -10.2 eV



The following is a quantum chemistry calculation of a single C4H4N2O2 molecule in a non-equilibrium geometry, from the OMol25 dataset.

Geometry as XYZ:
```
12
Properties=species:S:1:pos:R:3:forces:R:3:lowdin_charge:R:1
C -1.0019 -0.7330 -0.7053 -0.726 -0.515 -4.173 -0.04
H -1.3581 -1.3683 2.4658 -0.043 0.305 -1.955 0.18
H -2.3943 -2.0510 0.3619 -2.316 -1.923 -0.608 0.08
C -0.0050 0.0173 -0.0867 0.055 -0.185 4.800 -0.19
O 0.7205 1.9835 -0.8445 -0.889 3.413 -0.093 0.12
N 0.9917 0.8615 -0.6283 1.129 -2.089 -1.661 -0.41
H -1.2936 -0.9753 -1.8839 1.223 1.160 3.472 0.19
O 2.0375 0.3449 -0.9775 0.563 -0.469 0.347 0.08
C -0.0947 -0.1443 1.3784 0.755 -0.166 -2.365 -0.01
C -1.6878 -1.3330 0.2811 1.549 0.460 2.743 -0.13
N -1.1045 -1.0337 1.5017 -0.441 0.099 1.568 -0.01
H 0.5084 0.1306 2.3128 -0.858 -0.090 -2.074 0.15
```
Forces are in eV/Å.

* LUMO: 0.576 eV
* SMILES string: O=[N+]([O-])c1cc[nH]c1
* Kohn-Sham gap: 9.4 eV
* HOMO: -8.8 eV



The following is a quantum chemistry calculation of a single C4H4N2O2 molecule in a non-equilibrium geometry, from the OMol25 dataset.

Geometry as XYZ:
```
12
Properties=species:S:1:pos:R:3:forces:R:3:lowdin_charge:R:1
H -0.8533 -2.2654 1.1309 -1.857 2.078 -0.592 0.15
N 0.9630 -0.1919 -1.3732 -4.501 0.408 2.143 0.14
C -1.4549 -1.4811 0.4803 1.583 0.578 -2.052 -0.05
C 0.3433 0.9299 0.7532 0.099 -1.511 -4.137 -0.24
C -0.3075 -0.4073 -0.9534 0.662 -4.369 2.025 -0.29
H -2.5261 -1.5994 0.1651 0.631 0.149 2.011 0.11
O 1.1882 0.7596 -0.3821 2.244 3.433 2.185 -0.13
N 0.8436 1.9724 1.5508 -2.534 -1.542 0.973 0.07
O -0.8872 -1.7506 -0.8579 0.592 2.280 -1.081 -0.13
C -0.8534 0.1113 0.3206 2.616 -0.707 0.193 0.00
H 1.8958 2.2616 1.3950 -3.272 -0.764 0.943 0.17
H 0.0651 2.1502 2.3807 3.737 -0.033 -2.614 0.19
```
Forces are in eV/Å.

* LUMO: 0.317 eV
* SMILES string: Nc1onc2c1CO2
* Kohn-Sham gap: 9.0 eV
* HOMO: -8.7 eV



The following is a quantum chemistry calculation of 3 unconnected molecules or ions with the total composition C4H4N2O2 in a non-equilibrium geometry, from the OMol25 dataset.

Geometry as XYZ:
```
12
Properties=species:S:1:pos:R:3:forces:R:3:lowdin_charge:R:1
C -0.2263 0.6843 1.6054 3.861 -2.548 -1.896 -0.11
O 0.8503 2.3662 0.2830 -0.157 -5.223 -1.983 0.07
H -0.5746 -2.3082 -1.6094 0.749 -0.237 -0.596 0.04
N -0.7770 -2.3411 -0.6248 -0.820 4.160 2.120 0.15
C 0.5539 1.1269 0.2614 -1.486 5.371 3.693 -0.23
H -0.7488 1.6137 2.0216 0.611 -1.943 -0.279 0.13
C -0.6631 -1.0836 -0.2160 1.583 0.255 -0.588 -0.42
H -0.8010 -1.3474 1.9089 -2.357 3.049 -3.711 0.27
H 0.7249 -0.0515 2.4524 -2.961 2.975 -2.334 0.22
N -1.0537 -0.3876 0.9102 -0.567 -5.722 7.935 -0.03
C 0.2631 0.0055 -0.7419 4.923 -2.266 -7.628 -0.16
O 0.9807 -0.2669 -1.8111 -3.381 2.129 5.267 0.06
```
Forces are in eV/Å.

* LUMO: -2.229 eV
* Kohn-Sham gap: 7.7 eV
* HOMO: -10.0 eV



The following is a quantum chemistry calculation of a single C4H4N2O2 molecule in a non-equilibrium geometry, from the OMol25 dataset.

Geometry as XYZ:
```
12
Properties=species:S:1:pos:R:3:forces:R:3:lowdin_charge:R:1
C 0.8827 -0.0952 0.4925 -0.076 3.594 0.699 -0.16
H 1.3142 0.2371 1.5808 -1.970 -1.615 -1.961 0.21
O -2.4947 -0.0154 -0.4304 -0.533 3.247 -4.581 -0.04
H -2.6127 0.4322 -1.5050 0.664 -1.951 4.653 0.25
C 2.1417 0.0381 -0.2150 -0.116 -1.234 -0.525 -0.22
C -0.1507 1.1303 0.0656 2.141 1.779 1.049 -0.37
O 0.1353 2.3164 0.0240 -1.764 -2.385 -0.469 0.09
C -0.3290 -1.0136 0.1614 -0.229 0.063 2.657 -0.05
N 3.2093 0.0033 -0.6386 -0.080 0.292 -0.148 0.15
H -0.3826 -1.7077 -0.7000 0.474 0.627 0.434 0.13
H -0.5096 -1.5569 1.1634 -0.463 0.519 -1.839 0.14
N -1.2039 0.2314 0.0013 1.951 -2.936 0.031 -0.12
```
Forces are in eV/Å.

* LUMO: -0.179 eV
* SMILES string: N#C[C@@H]1CN(O)C1=O
* Kohn-Sham gap: 10.1 eV
* HOMO: -10.3 eV



The following is a quantum chemistry calculation of a molecular structure, C4H4N2O2 in a non-equilibrium geometry, from the OMol25 dataset.

Geometry as XYZ:
```
12
Properties=species:S:1:pos:R:3:forces:R:3:lowdin_charge:R:1
H -1.2231 2.3020 -0.1991 1.716 -1.778 1.193 0.16
H 2.6458 -1.0887 -0.6331 -1.566 0.499 1.335 0.15
C -0.6461 1.3277 0.0971 -6.766 3.888 -1.886 0.06
C 0.4427 -0.5611 -0.1709 -2.341 -1.493 1.035 -0.12
H -2.7376 -1.1008 -0.3910 -1.029 4.320 2.961 0.29
C 0.5211 0.7830 -0.0589 6.497 -0.921 -0.583 -0.20
H 2.2500 -1.0736 1.1171 -0.603 0.739 -0.138 0.13
O -2.8010 -0.0053 0.2140 -0.444 -3.418 -3.523 -0.04
N -1.4633 0.1659 -0.1166 -3.695 7.979 2.040 -0.31
N -0.9058 -0.8619 -0.0370 7.603 -9.133 -1.009 0.09
C 1.9127 -0.6077 0.1660 2.349 -5.849 -2.101 -0.21
O 2.0047 0.7203 0.0125 -1.722 5.167 0.676 0.00
```
Forces are in eV/Å.

* LUMO: 0.630 eV
* Kohn-Sham gap: 9.6 eV
* HOMO: -9.0 eV



The following is a quantum chemistry calculation of a single C4H4N2O2 molecule in a non-equilibrium geometry, from the OMol25 dataset.

Geometry as XYZ:
```
12
Properties=species:S:1:pos:R:3:forces:R:3:lowdin_charge:R:1
N 0.3506 0.4627 2.7789 -0.138 1.699 -1.134 0.15
O -0.2303 0.8572 0.4739 0.372 -0.550 -2.641 0.09
H 1.4528 -1.8508 -0.5745 0.998 -1.998 -1.163 0.09
O -1.4578 0.7749 -2.2120 1.134 -2.506 -2.535 0.09
C 0.9629 -1.1273 -0.0465 1.590 5.874 5.177 0.00
H -1.8041 1.2693 -1.5322 -1.177 2.104 2.634 0.07
C 0.4330 0.3761 1.5039 2.786 -2.233 3.868 -0.56
H -0.1666 1.2680 3.1057 -0.794 -0.019 0.012 0.04
C 0.1447 -0.0816 -0.5796 -4.236 -0.243 -1.815 -0.20
C -0.6341 -0.1614 -1.7288 2.268 -1.977 0.661 -0.09
H -0.4763 -1.1746 -2.3478 -0.451 2.831 1.072 0.18
N 1.4253 -0.6125 1.1590 -2.352 -2.982 -4.138 0.14
```
Forces are in eV/Å.

* LUMO: -0.463 eV
* SMILES string: [H]/N=C1N=C/C(=C/O)O/1
* Kohn-Sham gap: 8.3 eV
* HOMO: -8.8 eV



The following is a quantum chemistry calculation of 2 unconnected molecules or ions with the total composition C4H4N2O2 in a non-equilibrium geometry, from the OMol25 dataset.

Geometry as XYZ:
```
12
Properties=species:S:1:pos:R:3:forces:R:3:lowdin_charge:R:1
C -0.8522 0.9481 0.6072 0.301 -0.859 1.419 -0.25
O -0.5854 2.0409 0.8084 0.146 1.676 -0.040 0.21
O 0.5760 2.8177 -1.8642 1.730 3.103 0.126 0.13
H 2.0254 -0.4559 0.6296 -0.732 0.593 -0.145 0.05
C -0.0169 -1.3680 0.5021 0.400 -1.364 1.601 -0.17
H -1.9802 -0.6526 0.3592 -3.927 -1.037 -0.639 0.07
C -1.0574 -0.3258 0.5172 3.366 -0.613 0.406 -0.14
C 1.3273 -1.2862 0.6309 -0.827 -0.051 -0.338 -0.01
N -0.1390 1.9242 -1.8056 -0.100 -1.677 -0.813 -0.31
H 1.8800 -2.1866 0.7541 0.106 -0.839 0.013 0.03
N -0.7019 0.9727 -1.8227 -1.383 -0.987 -0.842 0.25
H -0.4757 -2.4286 0.6838 0.921 2.055 -0.747 0.13
```
Forces are in eV/Å.

* LUMO: 0.840 eV
* SMILES string: N#[N+][O-].C=CC=C=O
* Kohn-Sham gap: 9.3 eV
* HOMO: -8.4 eV



The following is a quantum chemistry calculation of a single C4H4N2O3SSi molecule in a non-equilibrium geometry, from the OMol25 dataset.

Geometry as XYZ:
```
15
Properties=species:S:1:pos:R:3:forces:R:3:lowdin_charge:R:1
H 1.6217 -0.4229 -0.3461 0.704 0.837 -0.805 0.01
O 0.0460 2.4280 -1.1867 0.600 -0.557 0.221 0.00
C -2.4467 -0.8836 -0.3833 2.168 0.571 -0.542 -0.71
H 1.1449 -0.7914 1.2910 -0.908 -0.460 -1.400 0.08
C -0.8490 1.6165 -1.1915 0.635 0.458 0.741 -0.32
H 0.6515 -1.8574 -0.2540 0.521 0.635 1.195 0.06
C 0.8134 -0.8285 0.2011 -0.924 -1.363 0.861 -0.18
N -2.5388 -3.3075 0.3879 -0.098 -0.735 0.060 0.14
O -4.4402 0.8647 -0.2495 -0.655 1.177 1.026 -0.53
S -3.8536 -0.3036 -1.2304 0.735 -0.347 -0.738 0.91
O -4.8261 1.7111 1.6519 2.217 -1.483 -0.924 0.05
H -1.7567 1.9534 -1.6415 -1.358 -0.190 -0.608 0.06
C -2.5540 -2.2244 0.0053 0.346 -0.130 0.799 -0.44
N -4.0120 1.0253 1.1113 -2.587 1.448 0.674 -0.03
Si -0.8184 -0.1132 -0.3240 -1.397 0.140 -0.560 0.90
```
Forces are in eV/Å.

* LUMO (spin up / spin down): -1.875 / -1.875 eV
* SMILES string: C/[Si](C=O)=C(\C#N)SON=O
* Kohn-Sham gap (spin up / spin down): 6.9 / 6.9 eV
* HOMO (spin up / spin down): -8.7 / -8.7 eV



Per-record calculated total energy, Eh: -414.74181 -414.68112 -414.69710 -414.64008 -414.66092 -414.54825 -414.56854 -414.65314 -414.50612 -414.70673 -414.65945 -1177.52299